C31H25N4O4PPtS | ωB97M-V with the def2-TZVPD basis set

Relative energy (zero: lowest compared OMol25 entry of this formula, charge and spin): 32.82 kJ/mol
Maximum force: 0.0120 Eh/bohr
⟨S²⟩: 6.03
E_tot: -2574.5195 a.u.
Net charge: +2
Multiplicity: 5
LUMO level (spin up / spin down): -5.62 / -8.84 eV
Orbital gap (spin up / spin down): 8.20 / 5.78 eV

Last column: Löwdin charge in e.
Atoms and positions in Å:
Pt  -0.315  -1.070  1.648  1.25
O  -3.736  1.230  1.061  0.16
C  -2.715  0.783  1.515  -0.42
N  -2.239  -0.491  1.162  -0.05
C  -3.150  -1.328  0.434  -0.12
C  -2.471  -2.598  0.002  -0.24
C  -3.130  -3.566  -0.742  0.02
C  -2.456  -4.729  -1.069  -0.01
C  -1.143  -4.896  -0.644  -0.01
C  -0.552  -3.887  0.089  -0.13
N  -1.208  -2.762  0.393  -0.01
C  -1.853  1.484  2.511  -0.21
C  -2.280  2.654  3.108  0.03
C  -1.444  3.253  4.040  0.00
C  -0.229  2.657  4.327  0.00
C  0.124  1.479  3.680  -0.08
N  -0.681  0.908  2.791  0.01
H  -3.556  -0.764  -0.419  0.15
H  -4.022  -1.559  1.063  0.16
H  -4.154  -3.409  -1.047  0.13
H  -2.949  -5.502  -1.642  0.13
H  -0.588  -5.794  -0.870  0.12
H  0.470  -3.954  0.439  0.11
H  -3.243  3.065  2.840  0.14
H  -1.742  4.166  4.538  0.13
H  0.448  3.088  5.050  0.12
H  1.065  0.983  3.869  0.11
O  1.815  -0.501  2.377  -0.45
S  2.733  -1.049  1.334  0.51
O  3.803  -1.836  1.839  -0.22
O  1.841  -1.715  0.338  -0.43
C  3.337  0.370  0.484  -0.27
C  4.615  0.840  0.702  -0.01
C  5.019  2.003  0.052  -0.02
C  4.146  2.672  -0.791  -0.03
C  2.862  2.187  -1.009  -0.05
C  2.454  1.018  -0.377  -0.30
P  0.858  0.270  -0.748  1.18
C  0.895  -0.535  -2.357  -0.33
C  0.897  0.296  -3.483  -0.08
C  0.957  -0.260  -4.748  -0.04
C  0.998  -1.639  -4.900  -0.04
C  0.991  -2.464  -3.786  -0.05
C  0.946  -1.917  -2.513  -0.07
C  -0.344  1.585  -0.846  -0.37
C  -0.218  2.728  -0.046  -0.09
C  -1.172  3.727  -0.120  -0.05
C  -2.269  3.582  -0.961  -0.03
C  -2.418  2.433  -1.730  -0.04
C  -1.470  1.431  -1.669  -0.09
H  5.278  0.304  1.365  0.13
H  6.018  2.384  0.207  0.13
H  4.465  3.573  -1.296  0.12
H  2.198  2.713  -1.683  0.12
H  0.852  1.372  -3.378  0.11
H  0.970  0.384  -5.615  0.12
H  1.041  -2.069  -5.891  0.12
H  1.035  -3.537  -3.907  0.12
H  0.983  -2.558  -1.649  0.07
H  0.636  2.843  0.609  0.12
H  -1.059  4.624  0.473  0.12
H  -3.010  4.365  -1.016  0.12
H  -3.273  2.326  -2.381  0.12
H  -1.575  0.548  -2.285  0.11
N  0.649  -3.347  3.794  0.24
C  0.269  -2.593  3.013  -0.12
H  1.000  -3.997  4.473  0.13

C31H25N5OPSV | ωB97M-V with the def2-TZVPD basis set

Relative energy (zero: lowest compared OMol25 entry of this formula, charge and spin): 0.00 kJ/mol
Maximum force: 0.0150 Eh/bohr
⟨S²⟩: 2.01
E_tot: -3229.0290 a.u.
Multiplicity: 3
LUMO level (spin up / spin down): 0.03 / 0.13 eV
Orbital gap (spin up / spin down): 7.38 / 8.08 eV

Last column: Löwdin charge in e.
Atoms and positions in Å:
V  0.287  -0.480  0.015  0.82
O  -0.789  -4.207  1.193  0.06
C  -0.509  -3.026  1.081  -0.47
N  -0.551  -2.251  -0.023  -0.09
C  -1.000  -2.763  -1.299  -0.13
C  -0.154  -2.153  -2.395  -0.23
C  0.014  -2.762  -3.631  -0.01
C  0.825  -2.152  -4.570  -0.05
C  1.455  -0.957  -4.255  -0.05
C  1.249  -0.418  -3.001  -0.10
N  0.458  -1.002  -2.097  0.03
C  -0.051  -2.224  2.303  -0.17
C  0.029  -2.800  3.554  0.01
C  0.423  -1.999  4.617  -0.04
C  0.722  -0.665  4.397  -0.04
C  0.620  -0.165  3.107  -0.10
N  0.233  -0.933  2.094  0.02
H  -2.040  -2.458  -1.469  0.14
H  -0.975  -3.854  -1.333  0.12
H  -0.479  -3.703  -3.835  0.12
H  0.977  -2.612  -5.538  0.11
H  2.107  -0.454  -4.956  0.11
H  1.725  0.498  -2.674  0.10
H  -0.217  -3.847  3.661  0.12
H  0.496  -2.417  5.613  0.11
H  1.035  -0.014  5.201  0.11
H  0.858  0.860  2.857  0.11
S  -3.059  2.863  -0.291  0.53
C  -1.926  1.723  -0.187  -0.95
N  -1.095  0.893  -0.111  -0.06
N  2.009  0.303  0.149  -0.32
P  3.539  0.203  0.054  0.74
C  4.314  1.625  -0.757  -0.30
C  3.491  2.593  -1.318  -0.08
C  4.045  3.707  -1.936  -0.08
C  5.422  3.853  -1.995  -0.08
C  6.252  2.892  -1.426  -0.08
C  5.699  1.787  -0.803  -0.09
C  4.404  0.128  1.653  -0.28
C  4.076  1.095  2.605  -0.09
C  4.667  1.082  3.855  -0.08
C  5.593  0.095  4.177  -0.09
C  5.928  -0.868  3.241  -0.08
C  5.336  -0.850  1.982  -0.08
C  4.081  -1.274  -0.863  -0.29
C  4.818  -1.222  -2.041  -0.08
C  5.049  -2.375  -2.782  -0.08
C  4.543  -3.592  -2.354  -0.08
C  3.805  -3.656  -1.177  -0.07
C  3.576  -2.506  -0.442  -0.10
H  2.416  2.471  -1.245  0.09
H  3.400  4.463  -2.363  0.11
H  5.853  4.722  -2.475  0.10
H  7.327  3.012  -1.463  0.10
H  6.346  1.048  -0.342  0.11
H  3.349  1.863  2.362  0.11
H  4.408  1.841  4.583  0.10
H  6.054  0.083  5.157  0.10
H  6.649  -1.638  3.483  0.10
H  5.607  -1.607  1.256  0.10
H  5.207  -0.277  -2.399  0.10
H  5.620  -2.316  -3.700  0.10
H  4.720  -4.489  -2.933  0.10
H  3.400  -4.600  -0.835  0.11
H  2.982  -2.568  0.465  0.11

C31H26BrMoN7O2S | ωB97M-V with the def2-TZVPD basis set

Relative energy (zero: lowest compared OMol25 entry of this formula, charge and spin): 43.66 kJ/mol
Maximum force: 0.0155 Eh/bohr
⟨S²⟩: 2.05
E_tot: -4771.1033 a.u.
Multiplicity: 3
LUMO level (spin up / spin down): -0.18 / -0.34 eV
Orbital gap (spin up / spin down): 5.61 / 7.80 eV

Last column: Löwdin charge in e.
Atoms and positions in Å:
Mo  0.132  0.614  -0.876  1.56
Br  0.770  -1.022  4.801  0.71
C  0.136  -2.156  3.396  -0.75
C  0.313  -3.524  3.530  -0.11
C  -0.176  -4.318  2.507  -0.04
C  -0.811  -3.721  1.430  0.01
C  -0.929  -2.341  1.409  -0.18
N  -0.447  -1.561  2.385  0.10
C  -1.550  -1.682  0.188  -0.57
O  -2.145  -2.365  -0.613  0.09
O  -1.317  -0.402  0.088  -0.23
H  0.804  -3.939  4.397  0.10
H  -0.063  -5.393  2.555  0.11
H  -1.211  -4.290  0.603  0.12
N  0.907  2.569  2.943  0.04
C  0.112  1.727  2.287  -0.14
N  0.604  1.562  1.077  0.01
C  1.727  2.347  1.045  -0.32
N  1.947  2.979  2.178  0.14
C  2.519  2.314  -0.158  -0.20
C  3.737  2.958  -0.298  -0.09
N  4.517  2.831  -1.361  0.06
C  4.040  1.988  -2.310  -0.14
C  2.839  1.346  -2.228  -0.12
N  2.004  1.508  -1.156  -0.07
H  0.830  2.884  3.894  0.16
H  -0.758  1.236  2.689  0.13
H  4.079  3.599  0.507  0.12
H  4.662  1.838  -3.184  0.10
H  2.483  0.703  -3.020  0.11
S  1.134  -2.842  -3.765  1.02
C  0.044  -1.820  -4.597  -0.42
C  -0.325  -0.746  -3.848  -0.20
C  0.268  -0.706  -2.548  -0.29
C  1.089  -1.803  -2.386  -0.54
C  1.836  -2.052  -1.168  -0.29
C  2.747  -3.095  -0.991  -0.02
C  3.407  -3.218  0.214  -0.05
C  3.155  -2.303  1.228  -0.05
C  2.239  -1.300  0.984  -0.13
N  1.593  -1.174  -0.177  0.03
H  -0.274  -2.075  -5.596  0.06
H  -1.023  -0.001  -4.207  0.09
H  2.928  -3.792  -1.799  0.10
H  4.114  -4.023  0.365  0.11
H  3.650  -2.362  2.187  0.11
H  1.992  -0.571  1.746  0.09
C  0.236  3.182  -3.670  -0.05
C  -0.690  3.328  -2.454  -0.54
C  -2.099  3.703  -2.943  -0.04
C  -0.714  2.021  -1.710  -0.24
C  -0.199  4.398  -1.476  -0.19
C  -0.752  4.462  -0.198  -0.05
C  -0.330  5.412  0.718  -0.09
C  0.660  6.323  0.373  -0.09
C  1.212  6.274  -0.897  -0.08
C  0.784  5.322  -1.814  -0.03
H  -0.037  2.290  -4.234  0.08
H  1.278  3.089  -3.370  0.06
H  0.139  4.043  -4.335  0.09
H  -2.475  2.943  -3.631  0.09
H  -2.077  4.663  -3.461  0.09
H  -2.792  3.783  -2.104  0.08
H  -1.711  1.606  -1.438  0.08
H  -1.517  3.748  0.087  0.11
H  -0.774  5.442  1.706  0.10
H  0.999  7.060  1.089  0.10
H  1.986  6.976  -1.179  0.10
H  1.243  5.296  -2.793  0.11

C31H26F3N9O9PSW | ωB97M-V with the def2-TZVPD basis set

Relative energy (zero: lowest compared OMol25 entry of this formula, charge and spin): 13.47 kJ/mol
Maximum force: 0.0189 Eh/bohr
⟨S²⟩: 2.01
E_tot: -3472.9117 a.u.
Net charge: +1
Multiplicity: 3
LUMO level (spin up / spin down): -3.12 / -3.39 eV
Orbital gap (spin up / spin down): 7.30 / 7.41 eV

Last column: Löwdin charge in e.
Atoms and positions in Å:
W  -1.152  0.435  0.482  1.60
O  -0.737  -0.572  -3.545  0.07
C  -0.994  0.085  -2.558  -0.49
N  -1.744  -0.291  -1.469  -0.03
C  -2.487  -1.459  -1.575  -0.44
O  -3.102  -1.832  -2.540  0.14
C  -2.370  -2.291  -0.341  -0.19
C  -2.968  -3.534  -0.244  0.03
C  -2.624  -4.336  0.830  -0.02
C  -1.677  -3.876  1.736  -0.02
C  -1.169  -2.601  1.593  -0.16
N  -1.534  -1.804  0.580  -0.06
C  -0.464  1.467  -2.375  -0.19
C  0.064  2.181  -3.430  0.02
C  0.384  3.514  -3.226  -0.02
C  0.131  4.073  -1.985  -0.01
C  -0.373  3.281  -0.967  -0.06
N  -0.637  1.980  -1.149  0.03
H  -3.654  -3.842  -1.019  0.13
H  -3.069  -5.314  0.954  0.12
H  -1.351  -4.486  2.567  0.12
H  -0.460  -2.192  2.298  0.10
H  0.177  1.689  -4.385  0.13
H  0.792  4.113  -4.028  0.12
H  0.315  5.120  -1.791  0.12
H  -0.609  3.692  0.002  0.09
O  3.017  0.266  0.883  0.06
C  1.898  0.702  1.091  -0.54
O  0.836  0.053  0.683  -0.25
C  1.687  1.984  1.829  -0.03
C  2.815  2.553  2.407  0.09
C  2.717  3.721  3.128  -0.12
C  1.508  4.373  3.280  0.10
C  0.400  3.831  2.673  -0.05
C  0.426  2.609  1.959  -0.26
O  -0.704  2.138  1.499  -0.31
N  -0.852  4.590  2.787  -0.33
O  -1.120  5.064  3.867  0.12
O  -1.581  4.623  1.811  0.08
N  3.921  4.297  3.742  -0.35
O  4.972  3.724  3.548  0.09
O  3.800  5.369  4.298  0.09
H  3.767  2.058  2.287  0.14
H  1.432  5.289  3.848  0.14
F  -6.149  0.724  4.549  0.15
C  -4.885  0.487  4.175  -0.61
F  -4.086  1.237  4.943  0.15
F  -4.618  -0.800  4.454  0.14
C  -4.684  0.779  2.712  -0.10
C  -5.714  1.254  1.928  0.03
C  -5.512  1.512  0.573  -0.02
C  -4.266  1.282  0.045  -0.09
N  -3.260  0.826  0.805  -0.12
C  -3.431  0.571  2.121  -0.61
S  -1.963  0.013  2.845  0.80
H  -6.684  1.424  2.376  0.13
H  -6.311  1.883  -0.050  0.12
H  -4.034  1.450  -0.999  0.12
C  3.384  -4.315  -2.003  -0.12
N  2.667  -3.677  -3.203  -0.07
C  3.549  -2.526  -3.713  -0.11
N  3.835  -1.604  -2.676  -0.14
C  4.490  -2.273  -1.554  -0.14
N  3.671  -3.352  -1.004  -0.14
C  2.465  -2.838  -0.338  -0.30
P  1.331  -1.901  -1.470  1.08
C  1.297  -3.184  -2.821  -0.25
C  2.651  -0.850  -2.245  -0.28
H  4.302  -4.747  -2.401  0.14
H  2.729  -5.102  -1.629  0.14
H  2.585  -4.373  -3.944  0.18
H  3.006  -2.056  -4.532  0.15
H  4.462  -2.994  -4.083  0.14
H  4.685  -1.542  -0.771  0.14
H  5.439  -2.691  -1.897  0.14
H  2.768  -2.152  0.455  0.08
H  1.928  -3.668  0.126  0.09
H  0.823  -2.763  -3.709  0.09
H  0.715  -4.050  -2.500  0.10
H  2.958  -0.115  -1.499  0.08
H  2.230  -0.312  -3.099  0.09